# C23H23NO6

A 4-piece molecular cluster, C23H23NO6 overall at a distorted geometry (the ωB97M-V functional and the def2-TZVPD basis, the OMol25 dataset).

CARTESIAN COORDINATES (ANGSTROEM)
N -1.675547 1.845642 3.361321
C -1.453547 0.818642 4.213321
C -0.828547 -0.394358 3.815321
C -0.378547 -0.631358 2.457321
C -0.869547 0.347642 1.589321
C -1.386547 1.612642 2.004321
H -1.467547 1.078642 5.257321
H -0.429547 -1.152358 4.564321
H 0.006453 -1.457358 2.127321
H -0.842547 0.154642 0.603321
H -1.503547 2.266642 1.255321
C 3.519453 1.172642 2.783321
C 4.508453 0.453642 1.746321
C 4.348453 1.108642 0.456321
C 3.405453 2.058642 0.154321
C 2.523453 2.689642 1.056321
C 2.613453 2.189642 2.455321
O 1.865453 2.722642 3.409321
O 5.189453 0.590642 -0.456679
H 3.717453 0.749642 3.745321
H 5.200453 -0.049358 2.071321
H 3.496453 2.327642 -0.963679
H 1.830453 3.362642 0.701321
H 1.031453 2.421642 3.142321
H 5.682453 -0.157358 -0.198679
C -1.812547 0.578642 -1.868679
C -0.682547 0.081642 -2.611679
C 0.465453 0.888642 -2.781679
C 0.402453 2.097642 -2.035679
C -0.814547 2.732642 -1.472679
C -1.893547 1.940642 -1.388679
O -3.045547 2.506642 -0.900679
O 1.545453 0.329642 -3.345679
H -2.592547 0.039642 -2.107679
H -0.537547 -1.023358 -2.712679
H 1.375453 2.659642 -2.253679
H -0.615547 3.837642 -1.054679
H -3.651547 1.873642 -0.645679
H 2.346453 0.915642 -3.360679
C -2.259547 -3.433358 -2.989679
C -1.045547 -3.967358 -2.225679
C -0.963547 -3.849358 -0.844679
C -1.979547 -3.175358 -0.134679
C -3.041547 -2.584358 -0.815679
C -3.203547 -2.698358 -2.230679
O -4.354547 -2.176358 -2.861679
O 0.110453 -4.220358 -0.187679
H -2.259547 -3.495358 -3.971679
H -0.138547 -4.537358 -2.803679
H -2.076547 -3.001358 0.951321
H -3.588547 -1.856358 -0.276679
H -4.638547 -2.417358 -3.759679
H 0.846453 -4.176358 -0.659679

Force components x, y, z for each atom (eV/Å):
N 0.673 -0.585 -2.379
C 1.760 -0.163 -1.797
C 2.158 -1.074 -0.376
C -5.379 6.376 3.930
C 0.141 1.329 2.957
C 0.578 -4.942 5.166
H -0.699 -0.180 0.300
H -1.031 1.217 -0.641
H 2.425 -4.659 -1.597
H 0.516 -0.297 -3.541
H -0.965 2.990 -2.026
C 3.054 -2.064 -3.571
C -12.410 11.574 -2.298
C 1.763 -4.246 4.606
C -0.554 1.613 -2.114
C 3.318 -4.235 2.084
C 2.666 -0.892 -3.512
O 0.315 1.072 1.570
O -0.441 2.080 -3.299
H -0.699 0.422 0.835
H 7.196 -5.646 3.049
H -0.629 -0.051 1.863
H -1.421 1.543 -0.349
H -2.797 -0.170 0.181
H 0.494 -1.073 0.948
C 5.051 3.404 -1.231
C 0.020 0.028 1.996
C -2.298 0.706 3.080
C 0.704 1.290 -2.252
C 5.500 1.342 -0.197
C -1.398 -1.848 -0.610
O 1.959 1.821 -0.709
O 1.595 0.588 -0.521
H -4.554 -2.763 0.041
H -0.735 1.018 -0.660
H -1.517 -0.052 1.084
H -1.130 -2.782 -0.952
H -1.994 -2.198 0.722
H -1.283 -0.564 0.173
C 2.540 0.172 7.903
C -0.984 -0.201 -2.706
C -1.746 1.212 -1.551
C -1.329 0.648 -0.448
C 0.949 -0.314 -1.580
C 0.191 -1.606 -1.862
O 0.291 0.651 1.478
O -3.031 -1.174 4.986
H -0.262 -0.382 -4.523
H -2.511 1.557 1.381
H 1.000 -0.404 -0.602
H -1.116 0.210 0.420
H 1.160 -0.452 0.569
H 4.892 0.156 -3.417

Calculated values
relative energy (zero: lowest compared OMol25 entry of this formula, charge and spin)	250.0	kcal/mol
structure (SMILES)	Oc1ccc(O)cc1.Oc1ccc(O)cc1.Oc1ccc(O)cc1.c1ccncc1
LUMO	0.35	eV

For each atom in turn, the natural (NBO) charge in e is: atom 1 (N): -0.4102, atom 2 (C): -0.0044, atom 3 (C): -0.2397, atom 4 (C): -0.1525, atom 5 (C): -0.2357, atom 6 (C): -0.0008, atom 7 (H): 0.2039, atom 8 (H): 0.2177, atom 9 (H): 0.2028, atom 10 (H): 0.2137, atom 11 (H): 0.1975, atom 12 (C): -0.2310, atom 13 (C): -0.2373, atom 14 (C): 0.2894, atom 15 (C): -0.2667, atom 16 (C): -0.2091, atom 17 (C): 0.2346, atom 18 (O): -0.6712, atom 19 (O): -0.6906, atom 20 (H): 0.2132, atom 21 (H): 0.1659, atom 22 (H): 0.2122, atom 23 (H): 0.2192, atom 24 (H): 0.4845, atom 25 (H): 0.4862, atom 26 (C): -0.3083, atom 27 (C): -0.2266, atom 28 (C): 0.2721, atom 29 (C): -0.2599, atom 30 (C): -0.2959, atom 31 (C): 0.3256, atom 32 (O): -0.6841, atom 33 (O): -0.6685, atom 34 (H): 0.2107, atom 35 (H): 0.2318, atom 36 (H): 0.1944, atom 37 (H): 0.2457, atom 38 (H): 0.4779, atom 39 (H): 0.4904, atom 40 (C): -0.2479, atom 41 (C): -0.2747, atom 42 (C): 0.2567, atom 43 (C): -0.2389, atom 44 (C): -0.2411, atom 45 (C): 0.2784, atom 46 (O): -0.7252, atom 47 (O): -0.6598, atom 48 (H): 0.2021, atom 49 (H): 0.2188, atom 50 (H): 0.2341, atom 51 (H): 0.2220, atom 52 (H): 0.5023, atom 53 (H): 0.4760

# C23H24AsN5O3S3Ti

C23H24AsN5O3S3Ti as an isolated structure at a distorted geometry (the ωB97M-V functional and the def2-TZVPD basis, the OMol25 dataset).

CARTESIAN COORDINATES (ANGSTROEM)
Ti -0.621044 -16.457098 -6.277005
N 2.682787 -18.630095 -4.988888
C 1.686248 -18.238530 -5.759630
S 1.721821 -16.466795 -6.122170
N 0.787104 -19.072296 -6.129439
N -0.149949 -18.458969 -6.871788
C -0.821529 -19.085495 -7.763271
C -0.659145 -20.541873 -7.907278
C 0.528521 -21.088096 -8.419428
C 0.663913 -22.418589 -8.664870
C -0.488343 -23.240569 -8.484115
C -1.627069 -22.689538 -7.986871
C -1.741791 -21.353642 -7.632284
C -1.601140 -18.256635 -8.640682
C -2.208382 -18.627558 -9.826178
C -2.777058 -17.666388 -10.635119
C -2.734332 -16.371554 -10.222490
C -2.074628 -16.000039 -9.034665
N -1.551398 -16.936615 -8.276959
H 3.491879 -18.100054 -4.760703
H 2.615045 -19.557727 -4.546917
H 1.399204 -20.422467 -8.516170
H 1.550474 -22.943703 -8.992789
H -0.477877 -24.297301 -8.562601
H -2.365214 -23.359395 -7.753190
H -2.573619 -20.822721 -7.228362
H -2.164829 -19.608831 -10.161056
H -3.274170 -17.998648 -11.556816
H -3.163202 -15.575619 -10.789222
H -1.909426 -14.942382 -8.720608
O -1.322563 -16.520127 -2.646786
C -1.277135 -15.535447 -3.306727
N -0.556311 -15.437499 -4.499944
S -0.754562 -14.033454 -5.183153
O 0.357686 -13.160810 -5.224449
O -1.196745 -14.425257 -6.579209
C -2.023176 -13.425625 -4.081360
C -2.644690 -12.210641 -4.146573
C -3.256118 -11.839869 -2.921108
C -3.364230 -12.751356 -1.854529
C -2.768522 -14.011219 -1.914867
C -2.072497 -14.335664 -3.052589
H -2.699612 -11.627272 -4.981706
H -3.584026 -10.778848 -2.785389
H -3.954348 -12.323640 -1.006520
H -2.764867 -14.660785 -1.072186
C -4.760721 -14.706145 -6.658456
As -4.648467 -16.390633 -5.836745
C -5.626464 -17.569007 -7.046468
C -5.486456 -16.254928 -4.133204
S -2.833221 -17.423908 -5.409064
H -5.851618 -14.512605 -6.783429
H -4.253578 -14.693738 -7.665147
H -4.366231 -13.990682 -5.920280
H -6.460727 -17.021504 -7.497294
H -5.948129 -18.431663 -6.469463
H -5.029362 -17.908962 -7.881785
H -6.622388 -16.233031 -4.212711
H -5.068040 -15.458829 -3.540807
H -5.271702 -17.152519 -3.542366

Force components x, y, z for each atom (eV/Å):
Ti -0.865 -0.209 -1.422
N 0.253 -2.276 1.161
C 0.971 2.441 0.206
S 0.384 -1.070 -0.419
N -0.635 -1.516 -0.115
N -0.069 1.166 0.041
C 1.113 -1.362 0.966
C -0.047 -0.425 -0.958
C 1.059 1.407 0.349
C -1.564 -2.067 -0.170
C 1.523 1.501 0.266
C 0.247 0.900 0.597
C 1.098 0.600 -0.968
C -0.512 1.814 -0.381
C 0.563 0.720 0.855
C -0.612 -0.616 -0.346
C 0.158 1.666 0.473
C -0.232 -0.098 -0.774
N 0.347 -0.074 0.582
H 0.089 0.673 -0.053
H 0.093 0.704 -0.586
H -0.458 -0.296 -0.145
H 0.310 0.571 -0.027
H 0.327 -0.779 -0.481
H -2.121 -1.357 0.460
H -0.947 -0.439 0.314
H 0.011 -1.787 -0.294
H 0.295 0.459 0.376
H -0.244 0.287 -0.508
H -0.373 -0.988 -0.324
O 0.117 -1.069 0.955
C 0.309 -0.478 -0.644
N -0.234 0.198 0.921
S -0.418 0.486 -0.624
O 0.361 0.703 0.235
O -0.061 -0.385 0.590
C 0.687 -0.439 -1.763
C -0.663 -0.940 3.713
C -0.002 0.460 -0.630
C -0.499 1.485 0.003
C -0.471 0.739 0.335
C -0.183 1.147 0.250
H 0.335 1.638 -1.994
H -0.090 -1.235 -0.216
H 0.862 -1.014 -0.418
H -0.169 -0.547 0.442
C -0.130 0.992 -0.698
As 0.443 -1.783 -0.403
C -0.452 0.501 0.275
C -2.030 -0.986 0.408
S -0.123 0.012 0.084
H 0.746 -0.083 0.010
H -0.421 0.139 1.267
H 0.068 0.032 -0.669
H -0.135 -0.173 0.383
H -0.194 -0.024 -0.074
H 0.607 0.031 0.086
H 1.437 0.439 0.050
H -0.023 0.669 -0.103
H 0.163 -0.062 -0.447

Calculated values
relative energy (zero: lowest compared OMol25 entry of this formula, charge and spin)	39.3	kcal/mol
charge	+1
spin multiplicity	2
LUMO (alpha / beta)	-3.53 / -3.54	eV

For each atom in turn, the natural (NBO) charge in e is: atom 1 (Ti): 1.2550, atom 2 (N): -0.7638, atom 3 (C): 0.3589, atom 4 (S): -0.2096, atom 5 (N): -0.4023, atom 6 (N): -0.3023, atom 7 (C): 0.3075, atom 8 (C): -0.1074, atom 9 (C): -0.1833, atom 10 (C): -0.1961, atom 11 (C): -0.1847, atom 12 (C): -0.1968, atom 13 (C): -0.1981, atom 14 (C): 0.1517, atom 15 (C): -0.2007, atom 16 (C): -0.1435, atom 17 (C): -0.2446, atom 18 (C): 0.0678, atom 19 (N): -0.4845, atom 20 (H): 0.4208, atom 21 (H): 0.4126, atom 22 (H): 0.2237, atom 23 (H): 0.2296, atom 24 (H): 0.2211, atom 25 (H): 0.2111, atom 26 (H): 0.2170, atom 27 (H): 0.2417, atom 28 (H): 0.2438, atom 29 (H): 0.2323, atom 30 (H): 0.2408, atom 31 (O): -0.5088, atom 32 (C): 0.6706, atom 33 (N): -0.9844, atom 34 (S): 2.2729, atom 35 (O): -0.8648, atom 36 (O): -0.9615, atom 37 (C): -0.2189, atom 38 (C): -0.2118, atom 39 (C): -0.1661, atom 40 (C): -0.1976, atom 41 (C): -0.1481, atom 42 (C): -0.1752, atom 43 (H): 0.2358, atom 44 (H): 0.2386, atom 45 (H): 0.2433, atom 46 (H): 0.2492, atom 47 (C): -0.9957, atom 48 (As): 1.5048, atom 49 (C): -0.9513, atom 50 (C): -0.9938, atom 51 (S): -0.5956, atom 52 (H): 0.2613, atom 53 (H): 0.2677, atom 54 (H): 0.2582, atom 55 (H): 0.2417, atom 56 (H): 0.2569, atom 57 (H): 0.2561, atom 58 (H): 0.2590, atom 59 (H): 0.2625, atom 60 (H): 0.2774